i:
Below is C6H9N3O3S as an isolated structure, with properties calculated with ωB97M-V/def2-TZVPD.

Results
**E_HOMO**: -8.983 eV
**Kohn-Sham gap**: 8.32 eV
**Spin multiplicity**: 1

Positions of all 22 atoms, in Å:
C 2.233 -0.949 0.598
C -0.566 -1.610 -0.091
H 3.166 -1.536 0.391
H -0.552 -2.477 -0.835
H 1.909 -0.979 -1.600
N -1.404 3.044 -0.803
H -1.677 3.837 -0.135
O 0.555 2.535 0.498
H -1.654 -1.551 0.182
O -3.534 1.776 -0.130
H 2.348 -0.045 1.328
H 1.966 0.634 -0.697
H -0.139 -2.806 1.536
S -2.720 2.054 -1.309
H -0.317 -1.148 1.966
C 1.602 -0.365 -0.688
N 0.118 -0.350 -0.554
C 0.172 -1.790 1.258
N -1.976 0.617 -1.145
C -0.335 2.236 -0.369
C -0.750 0.785 -0.716
O 1.555 -1.910 1.315



ii:
Below is a 2-piece molecular cluster, C6H9N3O3S overall, with properties calculated with ωB97M-V/def2-TZVPD.

Results
**E_HOMO**: -8.808 eV
**Kohn-Sham gap**: 8.59 eV
**Spin multiplicity**: 1

Positions of all 22 atoms, in Å:
H -0.967 -1.432 -0.489
O -0.976 -0.391 -2.055
O -0.993 2.209 -3.230
S 1.327 -1.416 1.034
C 0.371 1.764 0.407
H -1.597 0.477 2.006
H 0.453 1.673 1.481
N -0.118 3.058 -1.383
N 0.468 2.944 -0.140
H 1.746 -2.077 -1.395
C -1.147 -0.517 2.013
H -0.272 4.018 -1.726
O 0.960 -2.215 2.231
C -0.404 -0.574 0.691
N -0.296 0.611 -0.094
H 2.603 -3.108 -0.126
H -1.895 -1.269 2.092
C 1.723 -2.522 -0.366
H 0.847 -3.162 -0.345
H -0.485 -0.660 2.909
C -0.655 0.594 -1.443
C -0.694 1.992 -2.072



Most favorable first, least favorable last: i, ii



i:
Below is C10H16O2 as an isolated structure, with properties calculated with ωB97M-V/def2-TZVPD.

Results
**E_HOMO**: -8.857 eV
**Kohn-Sham gap**: 9.55 eV
**Spin multiplicity**: 1

Positions of all 28 atoms, in Å:
C 1.919 -0.595 0.578
C 0.205 -1.066 -0.873
H -3.105 -1.868 -0.384
H 0.112 0.789 1.680
H 2.680 -0.392 1.384
C -2.066 1.385 -0.078
H 0.985 0.570 -2.339
C -0.413 -0.944 0.526
C 2.080 0.430 -0.441
H -2.162 -0.083 1.486
H 0.776 -0.851 2.210
H -0.583 -1.839 1.345
H 4.081 1.131 -0.226
C -2.813 -0.765 -0.384
H 2.491 1.793 0.824
C 3.114 1.522 -0.239
H -1.346 2.113 0.172
H -2.748 -0.591 -1.579
C -1.745 -0.242 0.361
O 2.226 -1.854 0.207
H -0.596 -1.360 -1.652
H -2.256 1.387 -1.202
H 3.283 2.363 -0.920
H -3.333 1.400 0.526
C 0.628 -0.231 1.305
H -3.603 -0.100 -0.308
O 1.078 -2.209 -0.708
C 1.110 0.107 -1.271



ii:
Below is C10H16O2 as an isolated structure, with properties calculated with ωB97M-V/def2-TZVPD.

Results
**E_HOMO**: -9.633 eV
**Kohn-Sham gap**: 10.54 eV
**Spin multiplicity**: 1

Positions of all 28 atoms, in Å:
C 2.079 1.304 0.456
C -1.998 0.786 -1.000
C 1.213 -1.435 -0.327
H 3.839 0.377 1.333
H 2.281 2.056 1.387
C -3.593 -0.207 0.788
H 1.111 -2.112 -1.217
H 2.636 1.680 -0.605
O -2.388 -0.781 1.245
H 2.131 -0.382 1.757
H -3.573 1.670 -0.590
H -4.312 -0.911 0.736
H 0.069 2.018 -0.137
C 0.341 -0.139 -0.700
H 0.739 -1.936 0.495
H 3.359 -1.950 -0.018
C 2.681 -1.036 -0.268
C -3.198 0.648 -0.390
H -1.344 -1.300 -1.670
C 2.850 -0.026 0.931
O -1.775 -1.386 0.082
H 3.047 -0.498 -1.257
H -4.001 0.462 1.642
C -1.131 -0.438 -0.805
H 0.819 0.121 -1.643
H -0.454 0.920 1.264
C 0.483 1.003 0.236
H -1.909 1.491 -1.725



Most favorable first, least favorable last: ii, i



i:
Below is a 2-piece molecular cluster, C5H9N2P overall, with properties calculated with ωB97M-V/def2-TZVPD.

Results
**Structure (SMILES)**: C1#[PH]C=NN1.C=CC
**E_HOMO**: -8.757 eV
**Kohn-Sham gap**: 9.01 eV
**Spin multiplicity**: 1

Positions of all 17 atoms, in Å:
C -0.244 0.228 -1.533
H -2.215 0.486 -0.912
C 1.587 -0.910 0.414
P 1.634 0.146 1.866
H 0.529 2.062 -0.603
C -0.027 1.783 -1.427
H 0.502 -2.633 0.193
N 0.697 -1.812 0.730
H 0.595 -0.278 -1.962
H 0.493 2.185 -2.179
C -1.482 -0.230 -1.222
H -0.168 -0.662 3.512
N 0.028 -1.836 1.912
H 0.831 1.133 1.239
H -1.930 -1.201 -1.226
H -1.019 2.243 -1.297
C 0.190 -0.704 2.496



ii:
Below is an isolated molecule of C5H9N2P, with properties calculated with ωB97M-V/def2-TZVPD.

Results
**Structure (SMILES)**: CCc1p[nH]nc1C
**E_HOMO**: -8.723 eV
**Kohn-Sham gap**: 9.65 eV
**Spin multiplicity**: 1

Positions of all 17 atoms, in Å:
H 0.880 -1.555 1.292
C 1.536 1.410 0.579
H 2.542 1.829 0.548
N -2.798 -0.242 -0.309
C 0.283 -1.897 0.502
H 0.896 -2.347 -0.327
H 1.642 0.647 1.274
C 0.932 1.108 -0.719
H -3.743 -0.367 -0.599
P -2.107 1.055 -1.079
C -0.513 0.593 -0.630
H -0.277 -2.822 0.826
H 1.005 2.129 1.102
C -0.726 -0.897 0.068
H 0.950 2.168 -1.208
N -1.912 -1.227 0.090
H 1.410 0.414 -1.410



Most favorable first, least favorable last: ii, i